The following is a DFT calculation (ωB97M-V/def2-TZVPD) of a molecular structure, C22H42CaF6O21P.

Properties
Energy above the lowest of the compared OMol25 structures with the same formula, charge and spin, eV: 10.841
E_HOMO, eV: -11.7238
Total charge: +1
Orbital gap, eV: 4.1

Each line ends with the Löwdin charge.
Geometry (Å):
Ca: -0.4521 -0.7881 -0.0633  1.969
P: 3.8176 -4.9204 2.5465  0.224
F: 4.7794 -6.0957 3.2415  -0.197
F: 4.3431 -3.7792 3.6288  -0.196
F: 4.9464 -4.5901 1.3723  -0.199
F: 2.7828 -3.8309 1.8843  -0.239
F: 3.1694 -6.0275 1.5623  -0.191
F: 2.6297 -5.2748 3.5891  -0.196
C: 4.7219 1.2477 8.0035  -0.016
C: 3.3635 1.7268 7.6389  -0.343
C: 3.3030 2.9615 6.8287  -0.076
O: 2.3912 2.5645 5.7885  0.094
C: 2.0412 1.3256 5.8770  -0.607
O: 1.2372 0.8070 5.1350  0.113
O: 2.7323 0.6881 6.8465  0.103
H: 4.6743 0.4186 8.7095  0.096
H: 5.2494 2.0800 8.4695  0.094
H: 5.2913 0.9271 7.1311  0.104
H: 2.6672 1.9330 8.4518  0.159
H: 4.2791 3.1556 6.3841  0.137
H: 2.9406 3.8394 7.3636  0.143
C: 1.2519 6.6474 0.3324  -0.007
O: 0.0816 6.6663 -0.5370  -0.027
C: -0.7100 5.6246 -0.8872  -0.605
O: -0.6181 4.4749 -0.5037  0.090
O: -1.6065 6.0320 -1.7318  0.019
C: -1.8316 7.3265 -2.2035  -0.048
H: 1.1297 6.0310 1.2230  0.094
H: 1.5849 7.6435 0.6239  0.092
H: 2.1031 6.2938 -0.2494  0.089
H: -2.7905 7.2338 -2.7136  0.102
H: -1.0667 7.8761 -2.7521  0.105
H: -2.1009 7.9697 -1.3657  0.098
C: -6.9377 0.4799 4.9416  -0.057
O: -5.8271 0.3310 4.0874  0.000
C: -5.8275 0.9324 2.8555  -0.530
O: -4.9086 0.8210 2.0288  0.049
O: -6.7896 1.8314 2.7122  -0.024
C: -6.9199 2.6186 1.5642  -0.030
H: -6.7928 1.3436 5.5906  0.105
H: -7.0826 -0.4424 5.5042  0.098
H: -7.8813 0.4873 4.3961  0.097
H: -7.0376 3.6665 1.8401  0.105
H: -7.8015 2.2509 1.0392  0.102
H: -6.0578 2.3985 0.9346  0.089
C: -6.4018 -0.5912 -6.3365  -0.010
O: -5.5602 -0.4904 -5.1534  0.021
C: -4.3935 0.1152 -5.1750  -0.549
O: -3.5271 0.1200 -4.3115  0.082
O: -4.2199 0.7901 -6.3787  -0.053
C: -3.2186 1.7238 -6.7638  -0.055
H: -7.2720 -1.2105 -6.1188  0.099
H: -5.7769 -1.1692 -7.0173  0.096
H: -6.7003 0.2909 -6.9029  0.099
H: -3.3461 2.0838 -7.7847  0.093
H: -2.1930 1.3584 -6.7111  0.089
H: -3.1965 2.6724 -6.2273  0.090
C: -2.4554 -7.1705 -0.4358  -0.081
O: -2.6997 -7.2678 0.9105  0.029
C: -2.3693 -6.2434 1.6966  -0.444
O: -2.0678 -5.0428 1.3149  -0.014
O: -2.5915 -6.6320 3.0036  -0.012
C: -2.3692 -5.7029 4.0261  -0.051
H: -1.6934 -7.9030 -0.7018  0.106
H: -2.1380 -6.2080 -0.8371  0.087
H: -3.3398 -7.3851 -1.0356  0.099
H: -1.8450 -4.8471 3.6008  0.085
H: -1.7858 -6.2565 4.7618  0.106
H: -3.3326 -5.3956 4.4328  0.097
C: 0.9397 -3.3765 -7.7219  -0.043
O: 0.6098 -3.6284 -6.3491  -0.035
C: 1.5280 -3.5353 -5.3064  -0.457
O: 1.1621 -3.2688 -4.1247  0.039
O: 2.7987 -3.8559 -5.7376  -0.040
C: 3.8139 -3.9440 -4.7600  -0.044
H: 0.8282 -4.2792 -8.3226  0.099
H: 1.8651 -2.8029 -7.7748  0.095
H: 0.2142 -2.6721 -8.1288  0.086
H: 4.7356 -4.1429 -5.3068  0.100
H: 3.6808 -4.8991 -4.2519  0.105
H: 3.8217 -3.0903 -4.0823  0.099
C: 5.6123 2.2037 -2.8483  -0.013
O: 6.0075 2.2894 -1.4741  -0.032
C: 5.2067 1.9121 -0.4795  -0.593
O: 4.1654 1.3067 -0.5663  0.105
O: 5.7408 2.3535 0.6623  0.007
C: 6.9839 2.9539 0.7373  -0.066
H: 6.4196 2.4602 -3.5344  0.101
H: 4.7180 2.8125 -2.9817  0.096
H: 5.3115 1.1718 -3.0294  0.091
H: 6.8267 3.8531 0.1415  0.102
H: 7.8804 2.3847 0.4918  0.107
H: 7.1517 3.2489 1.7731  0.099

The following is a DFT calculation (ωB97M-V/def2-TZVPD) of 2 unconnected molecules or ions with the total composition C19H28O8S2.

Properties
E_HOMO, eV: -9.5270
Orbital gap, eV: 7.8
SMILES: CCOCCCCC[C@@H]1CS(=O)(=O)O[C@@H](CC(=O)O)[C@H]1S.O=C1C=CC(=O)C=C1

Each line ends with the natural charge from an NBO analysis.
Geometry (Å):
C: -2.6692 0.1910 -4.0951  -0.660
C: -1.3362 0.8534 -4.4610  -0.057
O: -0.6161 1.3661 -3.3565  -0.549
C: -1.2149 2.4757 -2.7037  -0.069
C: -1.7688 2.1014 -1.3365  -0.408
C: -0.7985 1.3044 -0.4453  -0.414
C: 0.6998 1.5371 -0.7007  -0.434
C: 1.5473 1.2321 0.5463  -0.388
C: 2.2225 -0.1419 0.6052  -0.215
C: 3.4031 -0.3331 -0.3741  -0.713
S: 3.1567 -1.2557 -1.8717  2.401
O: 2.5294 -0.4224 -2.8496  -0.935
O: 4.3567 -1.9500 -2.1863  -0.915
O: 2.1121 -2.3683 -1.4205  -0.716
C: 0.9060 -1.8215 -0.8363  0.069
C: -0.1631 -2.9263 -0.8782  -0.547
C: -1.4089 -2.4532 -1.5894  0.805
O: -2.2754 -1.8024 -1.0729  -0.579
O: -1.4316 -2.8008 -2.8975  -0.687
C: 1.2103 -1.3036 0.5614  -0.336
S: 1.9460 -2.6250 1.6271  -0.060
H: -3.5216 0.8467 -4.2736  0.206
H: -2.6628 -0.1140 -3.0485  0.227
H: -2.8065 -0.7114 -4.6937  0.206
H: -0.6720 0.1147 -4.9090  0.193
H: -1.4891 1.6508 -5.1990  0.160
H: -2.0191 2.8953 -3.3203  0.172
H: -0.4612 3.2624 -2.6097  0.176
H: -2.6740 1.5064 -1.4750  0.206
H: -2.0924 3.0158 -0.8294  0.201
H: -1.0340 0.2439 -0.5522  0.207
H: -0.9852 1.5591 0.5994  0.216
H: 1.0281 0.9147 -1.5335  0.233
H: 0.8956 2.5599 -1.0263  0.207
H: 2.3240 1.9928 0.6649  0.207
H: 0.9170 1.2923 1.4385  0.208
H: 2.6857 -0.1918 1.5950  0.222
H: 3.8191 0.6249 -0.6857  0.260
H: 4.1957 -0.8855 0.1308  0.263
H: 0.5848 -1.0059 -1.4897  0.242
H: -0.4549 -3.2309 0.1259  0.245
H: 0.2478 -3.7843 -1.4072  0.258
H: -2.3552 -2.8566 -3.1810  0.500
H: 0.2660 -1.0181 1.0288  0.261
H: 1.6058 -3.7122 0.9261  0.132
C: 0.5295 -0.4277 5.6758  -0.214
C: 0.1230 -0.4448 4.4095  -0.245
C: -0.9169 0.4976 3.9240  0.481
O: -1.2839 0.4825 2.7669  -0.505
C: -1.4884 1.4573 4.9003  -0.225
C: -1.0820 1.4741 6.1665  -0.228
C: -0.0399 0.5338 6.6550  0.474
O: 0.3307 0.5513 7.8078  -0.481
H: 1.2844 -1.1041 6.0563  0.234
H: 0.5210 -1.1407 3.6794  0.238
H: -2.2447 2.1316 4.5189  0.233
H: -1.4813 2.1632 6.8997  0.235

The following is a DFT calculation (ωB97M-V/def2-TZVPD) of a molecular structure, CHCl2FS.

Properties
Energy above the lowest of the compared OMol25 structures with the same formula, charge and spin, eV: 3.129
E_HOMO (alpha / beta), eV: -9.9541 / -9.3178
Orbital gap (alpha / beta), eV: 8.9 / 7.0

Each line ends with the natural charge from an NBO analysis.
Geometry (Å):
C: -0.0046 -3.1594 -0.3797  0.214
F: 1.2842 -3.3920 0.1312  -0.331
S: 0.2845 1.0377 -1.3642  -0.189
Cl: -1.2082 -3.4911 0.7276  0.089
Cl: -0.1128 -1.6931 -1.2647  0.085
H: 0.4307 0.7825 0.0709  0.132

The following is a DFT calculation (ωB97M-V/def2-TZVPD) of a single C22H24N2O4 molecule.

Properties
Energy above the lowest of the compared OMol25 structures with the same formula, charge and spin, eV: 4.612
E_HOMO, eV: -8.7530
Orbital gap, eV: 8.8
SMILES: C=CC[C@@H]1CC=C[C@@H](C)N1C(=O)c1cc(COc2cccc(C(C)=O)c2)on1

Each line ends with the natural charge from an NBO analysis.
Geometry (Å):
C: -1.6032 1.6715 -3.8578  -0.409
C: -0.7843 0.7964 -3.3052  -0.153
C: -0.9180 0.2967 -1.9040  -0.482
H: -1.8008 0.7410 -1.4424  0.215
H: -1.0415 -0.7906 -1.9362  0.244
C: 0.2928 0.6024 -0.9945  -0.010
N: 1.5248 0.0524 -1.5319  -0.432
C: 1.8456 -1.2477 -1.3978  0.657
O: 2.8219 -1.7672 -1.9062  -0.602
C: 0.9622 -2.0498 -0.4940  0.077
N: -0.1548 -2.6148 -0.8652  -0.122
O: -0.6481 -3.2858 0.2061  -0.275
C: 0.1876 -3.1320 1.2458  0.289
C: 1.2458 -2.3593 0.8626  -0.330
H: 2.0865 -2.0465 1.4438  0.249
C: -0.2144 -3.6652 2.5837  -0.117
O: 0.0399 -2.7291 3.6102  -0.483
C: -0.4029 -1.4454 3.4390  0.298
C: -1.3622 -1.0638 2.5109  -0.303
C: -1.6729 0.2844 2.3437  -0.077
C: -1.0502 1.2417 3.1400  -0.202
C: -0.1493 0.8510 4.1141  -0.199
C: 0.1838 -0.4814 4.2598  -0.225
H: 0.9062 -0.8036 4.9928  0.227
H: 0.3142 1.5898 4.7499  0.221
H: -1.2935 2.2816 2.9866  0.234
C: -2.6232 0.7439 1.2973  0.569
O: -2.5844 1.8784 0.8735  -0.548
C: -3.6176 -0.2649 0.7831  -0.727
H: -4.3707 0.2430 0.1859  0.244
H: -3.1080 -0.9901 0.1500  0.243
H: -4.0925 -0.7919 1.6068  0.231
H: -1.8570 -1.7984 1.8984  0.227
H: 0.3854 -4.5409 2.8505  0.227
H: -1.2721 -3.9598 2.5532  0.199
C: 2.4340 0.8648 -2.3431  -0.088
C: 1.8429 2.1854 -2.7236  -0.204
C: 0.9401 2.7871 -1.9690  -0.155
C: 0.4298 2.1058 -0.7418  -0.466
H: -0.5397 2.5017 -0.4400  0.246
H: 1.1250 2.2686 0.0880  0.220
H: 0.5412 3.7567 -2.2209  0.212
H: 2.2379 2.6384 -3.6195  0.215
C: 3.7428 1.1037 -1.5735  -0.601
H: 4.2128 0.1518 -1.3435  0.231
H: 4.4230 1.6922 -2.1832  0.212
H: 3.5448 1.6420 -0.6497  0.202
H: 2.6754 0.2796 -3.2399  0.226
H: 0.1044 0.1140 -0.0276  0.217
H: 0.0221 0.3622 -3.8804  0.195
H: -1.4937 1.9899 -4.8802  0.196
H: -2.4178 2.1102 -3.3051  0.189

The following is a DFT calculation (ωB97M-V/def2-TZVPD) of a single C17H20N2O3S molecule.

Properties
Energy above the lowest of the compared OMol25 structures with the same formula, charge and spin, eV: 0.835
E_HOMO, eV: -8.3662
Orbital gap, eV: 8.8
SMILES: CCNS(=O)(=O)c1ccc(CCC(=O)Nc2ccccc2)cc1

Each line ends with the natural charge from an NBO analysis.
Geometry (Å):
C: 0.2401 -4.3025 -0.5069  -0.621
C: -0.8633 -4.6071 0.4958  -0.228
N: -0.9629 -3.5267 1.4621  -0.867
S: -1.5246 -2.0582 0.8675  2.305
O: -2.1364 -1.3941 1.9843  -0.949
O: -2.2947 -2.2441 -0.3290  -0.937
C: -0.0140 -1.1919 0.4829  -0.344
C: 0.9073 -1.0042 1.4939  -0.173
C: 2.0276 -0.2284 1.2518  -0.236
C: 2.2248 0.3574 0.0040  0.000
C: 1.3042 0.1170 -1.0121  -0.162
C: 0.1779 -0.6501 -0.7721  -0.193
H: -0.5691 -0.8155 -1.5321  0.250
H: 1.4528 0.5652 -1.9830  0.222
C: 3.3354 1.3461 -0.2047  -0.420
H: 3.5805 1.4141 -1.2650  0.226
H: 4.2298 1.0472 0.3445  0.220
C: 2.8876 2.7408 0.2851  -0.479
C: 1.5818 3.1015 -0.4137  0.684
O: 1.5573 3.6449 -1.4946  -0.609
N: 0.4823 2.6989 0.2830  -0.628
C: -0.8314 2.5350 -0.1839  0.224
C: -1.2895 3.1091 -1.3639  -0.276
C: -2.5835 2.8589 -1.7861  -0.192
C: -3.4258 2.0455 -1.0474  -0.235
C: -2.9723 1.4830 0.1344  -0.183
C: -1.6846 1.7298 0.5674  -0.278
H: -1.3367 1.2766 1.4852  0.217
H: -3.6069 0.8361 0.7193  0.227
H: -4.4304 1.8499 -1.3901  0.213
H: -2.9324 3.3038 -2.7063  0.213
H: -0.6314 3.7318 -1.9459  0.252
H: 0.6481 2.2395 1.1684  0.400
H: 2.7629 2.7370 1.3685  0.205
H: 3.6455 3.4756 0.0135  0.240
H: 2.7467 -0.0584 2.0405  0.217
H: 0.7219 -1.4479 2.4589  0.236
H: -1.5025 -3.7682 2.2799  0.409
H: -1.8130 -4.7381 -0.0381  0.199
H: -0.6331 -5.5237 1.0443  0.204
H: -0.0462 -3.4578 -1.1263  0.216
H: 1.1647 -4.0623 0.0124  0.212
H: 0.4057 -5.1656 -1.1466  0.218

The following is a DFT calculation (ωB97M-V/def2-TZVPD) of a gas-phase ion, C6H10NO3 (charge -1).

Properties
Energy above the lowest of the compared OMol25 structures with the same formula, charge and spin, eV: 1.414
E_HOMO, eV: -3.6680
Total charge: -1
Orbital gap, eV: 7.3

Each line ends with the natural charge from an NBO analysis.
Geometry (Å):
C: 1.7511 0.1351 1.3604  0.830
C: 0.7809 1.6924 -0.1974  -0.270
C: -0.2529 1.3589 -1.3110  -0.066
C: -0.5877 -0.7190 -0.3360  0.555
C: -1.8991 -0.5180 0.3718  -0.704
C: 0.1062 -2.0023 -0.1439  -0.761
N: 0.5890 0.8153 0.8950  -0.594
O: 1.5093 -0.9247 1.9974  -0.802
O: 2.8609 0.6371 1.1336  -0.792
O: -0.3121 -0.0335 -1.4801  -0.523
H: 1.8052 1.6185 -0.6056  0.201
H: 0.6006 2.7366 0.0972  0.172
H: -1.2330 1.7617 -1.0202  0.148
H: 0.0384 1.7846 -2.2762  0.177
H: -1.7111 -0.3049 1.4212  0.268
H: -2.5013 -1.4285 0.3036  0.194
H: -2.4639 0.3068 -0.0590  0.206
H: -0.5793 -2.8239 0.0526  0.194
H: 0.7392 -1.8615 0.7764  0.349
H: 0.7597 -2.2306 -0.9798  0.218